ORCA calculation (ωB97M-V/def2-TZVPD) on a structure of composition C38H68BBr2Cl2F2KN2NaO21PRbS2.

Last column: Mulliken charge in e.
Cartesian coordinates (Å):
C: -5.15 0.04 2.76  -1.055
C: -4.13 0.86 1.89  0.328
C: -4.01 2.34 2.37  0.518
C: -2.75 3.12 1.85  -1.687
C: -2.01 2.45 0.64  2.124
C: -2.80 2.58 -0.70  -0.977
C: -2.95 1.30 -1.57  -1.010
C: -1.77 0.31 -1.59  -0.312
C: -0.66 0.62 -2.64  -0.849
C: 0.44 1.61 -2.12  -0.181
C: 1.65 0.83 -1.50  -0.717
C: 2.42 1.76 -0.46  0.087
C: 1.74 1.61 0.91  1.717
P: 2.61 2.03 2.57  1.095
O: 1.28 3.03 3.16  -0.778
C: 4.07 0.77 2.26  -1.341
C: 3.70 -0.62 2.94  -0.450
C: 2.89 -1.58 2.01  -0.427
C: 1.43 -1.82 2.51  -1.119
C: 3.55 3.61 1.94  -0.897
Br: 5.32 3.33 1.01  -0.261
C: 2.89 4.72 1.07  -1.074
C: 3.51 6.16 1.61  -1.290
Br: 0.97 5.02 0.86  0.042
H: -4.61 -0.34 3.65  0.271
H: -5.47 -0.82 2.15  0.434
H: -6.02 0.65 3.05  0.070
H: -3.16 0.33 2.01  0.068
H: -4.39 0.79 0.82  -0.145
H: -3.95 2.30 3.48  -0.516
H: -4.92 2.89 2.07  0.264
H: -2.03 3.35 2.66  0.350
H: -3.09 4.11 1.48  0.408
H: -1.71 1.43 0.92  0.002
H: -1.07 3.03 0.53  -1.312
H: -3.83 2.91 -0.43  0.510
H: -2.37 3.43 -1.26  0.368
H: -3.90 0.81 -1.30  0.353
H: -3.10 1.65 -2.62  0.396
H: -2.19 -0.68 -1.89  0.401
H: -1.26 0.13 -0.63  0.085
H: -0.13 -0.34 -2.81  0.221
H: -1.07 0.91 -3.63  0.509
H: 0.76 2.21 -3.00  0.305
H: 0.04 2.35 -1.39  0.067
H: 2.34 0.66 -2.35  -0.101
H: 1.29 -0.10 -1.04  0.578
H: 3.48 1.49 -0.57  0.306
H: 2.30 2.77 -0.92  0.034
H: 1.45 0.54 1.01  -0.143
H: 0.76 2.12 0.88  -1.685
H: 3.22 2.24 3.86  -0.552
H: 1.89 0.91 3.14  -0.014
H: 0.54 2.45 3.37  0.346
H: 4.98 1.05 2.82  0.591
H: 4.23 0.51 1.20  0.254
H: 3.27 -0.49 3.95  0.419
H: 4.70 -1.12 3.10  0.466
H: 3.37 -2.59 2.10  0.394
H: 2.94 -1.33 0.93  0.201
H: 0.82 -0.90 2.45  0.117
H: 1.43 -2.14 3.57  0.315
H: 0.99 -2.67 1.95  0.392
H: 3.89 4.12 2.87  0.826
H: 3.33 4.63 0.00  0.426
H: 3.10 7.05 1.02  0.593
H: 3.34 6.27 2.69  0.346
H: 4.63 6.08 1.46  0.460
Rb: 3.07 6.49 -0.76  0.849
C: 6.21 -0.26 -3.84  -0.318
C: 5.29 -0.79 -4.93  -0.272
O: 4.21 0.15 -4.98  -0.488
S: 4.76 1.62 -4.60  1.407
O: 5.02 2.34 -5.81  -0.847
O: 3.94 2.15 -3.56  -0.355
O: 6.17 1.17 -3.98  -0.305
H: 5.82 -0.52 -2.85  0.286
H: 7.22 -0.63 -3.94  0.365
H: 4.93 -1.79 -4.72  0.337
H: 5.80 -0.78 -5.91  0.217
C: 5.28 3.40 6.58  -0.399
C: 6.19 2.89 7.68  -0.484
O: 5.81 1.53 7.87  -0.293
S: 5.32 0.91 6.46  1.155
O: 6.40 0.20 5.88  -0.590
O: 4.03 0.33 6.65  -0.549
O: 5.15 2.31 5.67  -0.109
H: 4.28 3.64 6.97  0.308
H: 5.69 4.27 6.07  0.333
H: 6.08 3.45 8.61  0.309
H: 7.24 2.91 7.37  0.288
K: 4.67 1.12 -7.23  0.611
Cl: -4.15 1.71 5.91  -0.145
C: -5.66 2.06 6.78  -0.476
C: -6.89 1.79 5.93  -0.485
Cl: -7.04 2.94 4.58  -0.173
H: -5.63 3.10 7.10  0.312
H: -5.68 1.43 7.66  0.310
H: -7.78 1.89 6.54  0.362
H: -6.87 0.78 5.52  0.308
B: 5.49 -2.63 7.73  0.777
O: 5.83 -1.64 8.75  -0.362
C: 6.32 -2.28 9.81  0.573
O: 6.70 -1.76 10.82  -0.600
C: 6.32 -3.75 9.52  0.488
O: 6.70 -4.62 10.25  -0.588
O: 5.83 -3.95 8.29  -0.540
F: 6.25 -2.40 6.54  -0.421
F: 4.09 -2.58 7.43  -0.342
Na: 4.80 -3.39 5.25  0.959
C: -1.04 -2.98 -5.44  0.467
O: -1.02 -3.84 -6.29  -0.630
N: -1.17 -1.65 -5.72  -0.119
N: -0.93 -3.27 -4.10  -0.323
H: -1.18 -0.95 -5.00  0.237
H: -1.26 -1.37 -6.69  0.167
H: -0.83 -4.24 -3.85  0.189
H: -0.94 -2.58 -3.38  0.151
C: -3.87 -2.48 -8.25  -0.657
C: -2.83 -2.06 -9.05  0.672
C: -3.07 -2.26 -10.55  0.367
O: -2.28 -1.87 -11.41  -0.727
C: -4.29 -2.93 -10.97  -0.692
C: -5.33 -3.37 -10.16  0.449
C: -5.13 -3.07 -8.67  0.475
O: -5.99 -3.32 -7.82  -0.638
O: -6.38 -3.95 -10.52  -0.771
O: -1.75 -1.55 -8.68  -0.885
H: -3.79 -2.37 -7.17  0.323
H: -4.35 -3.09 -12.04  0.364
C: -7.98 -7.77 -3.20  -0.633
O: -8.72 -7.28 -4.31  -0.337
C: -8.07 -6.36 -5.04  0.777
O: -6.96 -5.96 -4.82  -0.526
O: -8.86 -5.99 -6.03  -0.330
C: -8.30 -5.00 -6.92  -0.587
H: -8.60 -8.50 -2.69  0.208
H: -7.06 -8.26 -3.54  0.288
H: -7.74 -6.96 -2.51  0.285
H: -7.41 -5.37 -7.41  0.298
H: -8.08 -4.08 -6.38  0.293
H: -9.06 -4.79 -7.68  0.261

Values from the calculation:
multiplicity	1
total charge	-1
HOMO	-0.0690	Eh
Kohn-Sham gap	1.18	eV

***

ORCA calculation (ωB97M-V/def2-TZVPD) on an isolated molecule of C22H38N2.

Last column: Mulliken charge in e.
Cartesian coordinates (Å):
C: -1.62 -5.71 -0.34  -1.608
C: -1.54 -4.31 0.19  1.053
C: -2.42 -3.86 1.08  -0.902
C: -2.47 -2.48 1.67  -0.789
H: -2.88 -2.55 2.68  0.441
H: -1.47 -2.05 1.73  0.284
C: -3.36 -1.57 0.82  -0.475
C: -3.44 -0.13 1.24  0.692
C: -2.88 0.35 2.35  0.072
C: -2.84 1.79 2.78  -1.083
N: -1.48 2.32 2.79  -0.344
H: -0.91 1.75 3.41  0.321
C: -0.87 2.35 1.48  0.303
C: 0.63 2.69 1.60  -1.313
N: 1.32 2.95 0.35  -0.065
H: 0.96 3.81 -0.06  0.385
C: 1.28 1.91 -0.67  -0.850
C: 2.01 2.42 -1.92  0.250
C: 3.48 2.71 -1.59  -1.436
C: 4.15 1.42 -1.12  0.481
C: 3.43 0.91 0.13  -1.471
C: 1.97 0.62 -0.20  0.400
C: 1.89 -0.43 -1.31  -1.519
C: 2.61 0.08 -2.56  0.429
C: 1.94 1.37 -3.03  -1.521
H: 2.43 1.75 -3.93  0.544
H: 0.89 1.17 -3.29  0.482
C: 4.07 0.36 -2.22  -1.418
H: 4.56 -0.56 -1.90  0.491
H: 4.59 0.72 -3.11  0.527
H: 2.55 -0.67 -3.35  0.178
H: 2.35 -1.36 -0.97  0.404
H: 0.84 -0.64 -1.55  0.432
H: 1.46 0.23 0.68  0.326
H: 3.48 1.66 0.91  0.486
H: 3.91 0.00 0.50  0.504
H: 5.20 1.62 -0.88  0.193
H: 3.52 3.45 -0.79  0.523
H: 3.99 3.10 -2.47  0.517
H: 1.53 3.35 -2.26  0.399
H: 0.24 1.66 -0.96  0.424
H: 0.73 3.58 2.22  0.440
H: 1.14 1.87 2.11  0.339
H: -0.99 1.39 0.94  -0.012
H: -1.37 3.13 0.89  0.109
H: -3.43 2.42 2.12  0.466
H: -3.23 1.89 3.79  0.343
H: -2.33 -0.31 3.01  0.308
C: -4.22 0.74 0.29  -1.782
H: -3.58 1.50 -0.16  0.296
H: -4.65 0.14 -0.51  0.398
H: -5.04 1.25 0.81  0.392
H: -4.38 -1.99 0.80  0.372
H: -2.99 -1.60 -0.21  0.399
H: -3.21 -4.52 1.39  0.260
C: -0.40 -3.51 -0.37  -0.696
H: 0.54 -4.05 -0.23  0.474
H: -0.54 -3.38 -1.44  0.343
H: -0.31 -2.54 0.09  -0.230
H: -2.47 -6.24 0.07  0.362
H: -1.70 -5.70 -1.43  0.339
H: -0.71 -6.26 -0.09  0.331

Values from the calculation:
multiplicity	1
SMILES string	CC(C)=CCC/C(C)=C/CNCCN[C@H]1[C@@H]2C[C@H]3C[C@@H](C2)C[C@@H]1C3
HOMO	-0.3122	Eh
ΔE to the lowest compared entry with this formula, charge and spin	4.0	kcal/mol
Kohn-Sham gap	9.22	eV

***

ORCA calculation (ωB97M-V/def2-TZVPD) on a structure of composition H10LiO5.

Last column: Mulliken charge in e.
Cartesian coordinates (Å):
Li: -0.07 0.11 0.11  0.857
O: -0.01 -1.41 -1.29  -0.562
H: -0.77 -1.45 -1.72  0.278
H: 0.14 -2.29 -0.98  0.310
O: -0.21 1.97 -0.71  -0.690
H: -0.40 2.23 -1.76  0.353
H: 0.57 2.60 -0.37  0.357
O: 0.31 -1.21 1.90  -0.699
H: 0.18 -0.55 2.65  0.365
H: 1.19 -1.77 2.26  0.349
O: -2.34 0.18 -0.12  -0.564
H: -2.71 1.01 0.16  0.294
H: -3.12 -0.36 -0.21  0.278
O: 2.00 0.39 0.15  -0.433
H: 2.72 -0.12 0.48  0.236
H: 2.53 0.65 -0.55  0.270

Values from the calculation:
multiplicity	1
total charge	+1
HOMO	-0.5793	Eh
ΔE to the lowest compared entry with this formula, charge and spin	38.7	kcal/mol
Kohn-Sham gap	12.41	eV

***

ORCA calculation (ωB97M-V/def2-TZVPD) on a cluster of 2 separate species, C3H3Br2N in total.

Last column: Mulliken charge in e.
Cartesian coordinates (Å):
C: -0.21 -0.14 1.04  -0.256
C: 2.60 0.77 0.74  -0.202
C: -1.68 -0.49 -0.90  -0.177
N: -0.93 -0.36 0.11  0.024
Br: 2.96 0.06 -0.97  -0.025
Br: -3.37 0.32 -0.76  -0.127
H: -0.27 -0.73 1.96  0.210
H: 2.44 1.78 0.45  0.176
H: -1.55 -1.21 -1.68  0.377

Values from the calculation:
multiplicity	1
HOMO (spin up / spin down)	-0.3077 / -0.3076	Eh
ΔE to the lowest compared entry with this formula, charge and spin	138.8	kcal/mol
Kohn-Sham gap (spin up / spin down)	7.49 / 7.49	eV

***

ORCA calculation (ωB97M-V/def2-TZVPD) on a cluster of 2 separate species, C14H12BCl4O3S in total.

Last column: Mulliken charge in e.
Cartesian coordinates (Å):
Cl: -4.11 -1.04 -4.03  -0.291
B: -3.45 -1.75 -2.48  0.602
Cl: -4.85 -2.40 -1.40  -0.302
Cl: -2.06 -2.96 -2.69  -0.282
O: -2.79 -0.53 -1.62  -0.478
C: -2.61 -0.67 -0.37  -0.389
C: -3.10 0.34 0.55  0.380
C: -3.12 0.14 1.96  -0.234
C: -3.41 1.21 2.82  -0.481
C: -3.90 2.41 2.29  -0.356
C: -3.91 2.60 0.90  -0.529
C: -3.50 1.60 0.04  -0.359
H: -2.26 -1.66 -0.03  0.670
H: -2.81 -0.83 2.37  0.424
H: -3.29 1.07 3.91  0.332
H: -4.32 3.16 2.98  0.352
H: -4.26 3.54 0.48  0.364
H: -3.40 1.76 -1.03  0.422
Cl: -0.14 -0.55 1.21  -0.270
C: 0.65 -0.66 -0.28  -0.464
S: 1.81 0.52 -0.70  1.080
C: 3.46 -0.15 -0.39  0.284
C: 4.02 -0.02 0.88  -0.460
C: 5.37 -0.34 1.06  -0.427
C: 6.13 -0.79 -0.03  -0.443
C: 5.52 -1.02 -1.27  -0.423
C: 4.17 -0.71 -1.46  -0.410
O: 1.77 0.69 -2.14  -0.719
O: 1.84 1.68 0.17  -0.701
H: 0.36 -1.43 -1.02  0.359
H: 3.41 0.32 1.71  0.352
H: 5.80 -0.23 2.05  0.326
H: 7.20 -0.99 0.09  0.351
H: 6.06 -1.44 -2.12  0.330
H: 3.67 -0.87 -2.40  0.389

Values from the calculation:
multiplicity	1
total charge	-1
HOMO	-0.1249	Eh
ΔE to the lowest compared entry with this formula, charge and spin	41.4	kcal/mol
Kohn-Sham gap	4.29	eV

***

ORCA calculation (ωB97M-V/def2-TZVPD) on an isolated molecule of C5H9FO2.

Last column: Mulliken charge in e.
Cartesian coordinates (Å):
C: 2.11 0.86 -0.77  -1.527
C: 0.61 0.49 -0.83  0.433
C: 0.15 -0.63 0.19  0.268
C: -0.43 -0.34 1.55  -0.628
C: -1.26 -0.76 0.32  -0.126
H: 2.19 1.78 -1.35  0.384
H: 2.65 -0.01 -1.29  0.309
H: 2.32 1.04 0.27  0.414
H: 0.36 0.18 -1.90  0.263
H: -1.04 1.30 -0.53  0.417
H: 1.84 -1.34 0.63  0.415
H: -0.52 0.66 2.08  0.224
H: -0.21 -1.12 2.37  0.259
H: -1.68 -1.70 0.67  0.408
O: -0.19 1.75 -0.59  -0.652
O: 0.92 -1.79 0.34  -0.557
F: -2.10 0.20 -0.18  -0.302

Values from the calculation:
multiplicity	1
SMILES string	C[C@H](O)[C@@]1(O)C[C@H]1F
HOMO	-0.3575	Eh
ΔE to the lowest compared entry with this formula, charge and spin	71.4	kcal/mol
Kohn-Sham gap	10.53	eV

***

ORCA calculation (ωB97M-V/def2-TZVPD) on a structure of composition C8H9ClO3Pt.

Last column: Mulliken charge in e.
Cartesian coordinates (Å):
Cl: -3.15 -2.82 -0.85  0.001
C: 1.61 -1.58 -1.57  -0.460
C: 2.27 -0.32 -1.69  -0.315
C: 1.29 0.70 -1.59  -0.418
H: 3.34 -0.17 -1.85  0.478
C: -0.01 0.08 -1.45  0.741
C: 0.22 -1.34 -1.47  -0.248
H: -0.58 -2.07 -1.38  0.297
H: 2.09 -2.55 -1.56  0.482
H: 1.45 1.77 -1.67  0.469
C: -1.31 0.77 -1.36  -0.941
Pt: -0.13 -0.54 2.45  0.509
C: 1.16 0.74 2.54  0.462
C: -0.74 -2.22 2.90  0.508
O: 2.00 1.55 2.62  -0.281
O: -1.17 -3.27 3.17  -0.251
H: -1.28 1.61 -0.65  0.272
H: -2.09 0.06 -1.05  0.273
H: -1.58 1.18 -2.34  0.349
O: -0.96 2.66 1.94  -0.609
H: -0.52 3.06 2.72  0.329
H: -1.91 2.71 2.15  0.350

Values from the calculation:
multiplicity	5
total charge	+2
HOMO (spin up / spin down)	-0.6306 / -0.6534	Eh
ΔE to the lowest compared entry with this formula, charge and spin	4.7	kcal/mol
Kohn-Sham gap (spin up / spin down)	8.14 / 5.68	eV

***

Sequential max |F| output: 10.06 0.46 6.08 1.55 2.58 4.13 10.57 eV Å⁻¹